No. 1
Density functional theory data (ωB97M-V with the def2-TZVPD basis set) for a 10-piece molecular cluster, C54H122O6S3 overall in a non-equilibrium geometry.

- electronic energy (Ha) = -3776.476691
- molecular weight (g/mol) = 963.76
- total charge = 0

Atoms and positions in Å:
O (13.682, -4.747, 27.393)
S (14.480, -3.997, 26.460)
O (14.314, -4.216, 24.993)
C (14.376, -2.199, 26.876)
C (15.841, -1.727, 27.029)
C (16.695, -2.917, 27.551)
C (16.239, -4.186, 26.849)
H (13.899, -2.096, 27.851)
H (13.796, -1.708, 26.095)
H (16.209, -1.349, 26.075)
H (15.837, -0.863, 27.694)
H (16.372, -3.042, 28.585)
H (17.773, -2.830, 27.682)
H (16.297, -5.173, 27.308)
H (16.687, -4.271, 25.859)
O (17.284, -0.140, 21.074)
S (15.843, 0.032, 20.927)
O (15.041, 0.552, 21.993)
C (15.500, 0.889, 19.290)
C (15.272, -0.145, 18.143)
C (15.406, -1.551, 18.745)
C (15.121, -1.492, 20.218)
H (16.178, 1.724, 19.112)
H (14.590, 1.455, 19.492)
H (14.283, 0.072, 17.741)
H (15.917, -0.104, 17.265)
H (16.401, -1.959, 18.565)
H (14.718, -2.224, 18.234)
H (15.492, -2.149, 21.005)
H (14.039, -1.499, 20.341)
O (24.762, -3.068, 24.607)
S (23.299, -2.975, 24.544)
O (22.465, -4.163, 24.427)
C (22.664, -2.109, 25.966)
C (21.814, -0.927, 25.468)
C (22.406, -0.393, 24.160)
C (22.733, -1.666, 23.370)
H (23.512, -1.716, 26.526)
H (22.118, -2.828, 26.577)
H (20.747, -1.123, 25.361)
H (21.845, -0.047, 26.111)
H (23.252, 0.260, 24.375)
H (21.637, 0.262, 23.753)
H (23.549, -1.557, 22.657)
H (21.871, -2.036, 22.814)
C (16.540, 1.207, 4.658)
C (16.892, 0.481, 5.964)
C (16.265, 1.153, 7.263)
C (16.634, 0.324, 8.487)
C (16.336, 1.118, 9.732)
C (16.910, 0.405, 11.001)
H (16.875, 2.238, 4.772)
H (15.467, 1.149, 4.472)
H (17.051, 0.805, 3.783)
H (16.600, -0.568, 5.929)
H (17.975, 0.517, 6.072)
H (15.176, 1.165, 7.231)
H (16.670, 2.155, 7.408)
H (16.175, -0.655, 8.624)
H (17.712, 0.225, 8.360)
H (16.871, 2.053, 9.570)
H (15.270, 1.348, 9.750)
H (16.779, -0.654, 11.223)
H (17.982, 0.601, 11.025)
H (16.496, 0.987, 11.825)
C (9.254, -2.091, 21.900)
C (9.226, -2.793, 23.259)
C (9.131, -1.779, 24.458)
C (9.049, -2.531, 25.805)
C (8.999, -1.583, 27.028)
C (9.071, -2.391, 28.338)
H (9.301, -2.807, 21.079)
H (10.085, -1.394, 21.791)
H (8.395, -1.423, 21.836)
H (8.382, -3.464, 23.422)
H (10.104, -3.429, 23.367)
H (8.277, -1.111, 24.344)
H (10.035, -1.175, 24.542)
H (8.136, -3.119, 25.714)
H (9.848, -3.258, 25.948)
H (9.808, -0.852, 27.044)
H (8.118, -0.941, 27.015)
H (10.070, -2.787, 28.521)
H (8.802, -1.731, 29.162)
H (8.357, -3.205, 28.461)
C (22.384, 5.218, 21.628)
C (21.612, 6.068, 22.519)
C (20.319, 6.571, 21.929)
C (19.479, 7.061, 23.083)
C (18.438, 6.058, 23.568)
C (17.103, 6.040, 22.779)
H (23.453, 5.321, 21.812)
H (22.152, 5.444, 20.587)
H (22.110, 4.164, 21.674)
H (21.502, 5.462, 23.419)
H (22.235, 6.909, 22.823)
H (19.805, 5.745, 21.436)
H (20.560, 7.350, 21.206)
H (20.087, 7.498, 23.875)
H (18.831, 7.897, 22.822)
H (18.877, 5.061, 23.603)
H (18.237, 6.421, 24.576)
H (17.237, 5.801, 21.724)
H (16.461, 5.297, 23.252)
H (16.664, 7.033, 22.874)
C (15.103, -7.996, 15.444)
C (13.885, -8.925, 15.195)
C (14.309, -10.151, 14.308)
C (13.071, -11.174, 14.061)
C (13.330, -12.363, 13.041)
C (14.302, -13.490, 13.451)
H (15.725, -8.700, 15.997)
H (14.913, -7.144, 16.096)
H (15.516, -7.592, 14.520)
H (13.424, -9.291, 16.113)
H (13.187, -8.341, 14.595)
H (15.175, -10.606, 14.790)
H (14.684, -9.898, 13.316)
H (12.950, -11.551, 15.076)
H (12.266, -10.564, 13.652)
H (12.428, -12.821, 12.636)
H (13.769, -11.889, 12.163)
H (14.743, -14.081, 12.649)
H (15.156, -13.046, 13.962)
H (13.816, -14.092, 14.218)
C (10.031, 7.908, 21.578)
C (9.742, 6.513, 21.138)
C (10.752, 5.868, 20.133)
C (10.611, 6.517, 18.699)
C (9.386, 6.072, 17.840)
C (9.395, 4.628, 17.601)
H (10.963, 8.090, 22.113)
H (9.257, 8.317, 22.228)
H (10.169, 8.623, 20.767)
H (9.766, 5.883, 22.028)
H (8.770, 6.312, 20.689)
H (10.684, 4.784, 20.223)
H (11.738, 6.128, 20.520)
H (10.535, 7.600, 18.792)
H (11.534, 6.297, 18.163)
H (8.483, 6.424, 18.339)
H (9.371, 6.435, 16.812)
H (10.412, 4.339, 17.334)
H (9.141, 4.099, 18.519)
H (8.773, 4.299, 16.769)
C (19.836, 4.630, 14.043)
C (19.794, 3.872, 15.403)
C (20.617, 2.570, 15.568)
C (20.479, 1.930, 16.889)
C (20.808, 0.422, 16.986)
C (22.344, 0.075, 16.845)
H (19.477, 5.646, 14.208)
H (19.220, 4.093, 13.321)
H (20.827, 4.619, 13.591)
H (20.107, 4.647, 16.103)
H (18.736, 3.736, 15.630)
H (21.645, 2.739, 15.246)
H (20.398, 1.907, 14.730)
H (21.083, 2.406, 17.662)
H (19.481, 2.129, 17.278)
H (20.498, 0.037, 17.957)
H (20.288, -0.207, 16.264)
H (22.936, 0.638, 17.567)
H (22.483, -0.977, 17.095)
H (22.707, 0.272, 15.836)
C (19.894, -5.794, 19.410)
C (21.260, -6.422, 19.194)
C (21.786, -6.477, 17.748)
C (23.159, -7.224, 17.643)
C (23.477, -7.681, 16.200)
C (24.877, -8.431, 16.180)
H (19.679, -5.601, 20.461)
H (19.088, -6.441, 19.065)
H (19.819, -4.832, 18.905)
H (22.058, -5.902, 19.723)
H (21.308, -7.419, 19.631)
H (21.893, -5.489, 17.299)
H (21.037, -6.885, 17.070)
H (24.008, -6.610, 17.942)
H (23.224, -8.083, 18.312)
H (22.739, -8.350, 15.756)
H (23.606, -6.831, 15.530)
H (25.669, -7.772, 16.537)
H (24.816, -9.342, 16.773)
H (25.177, -8.706, 15.168)

Atom charges from the Löwdin analysis, given in e for atoms 1 to 5:
1 O -0.336
2 S 0.701
3 O -0.363
4 C -0.203
5 C -0.206

---

No. 2
Density functional theory data (ωB97M-V with the def2-TZVPD basis set) for a 14-piece molecular cluster, C54H126Cl18N8 overall in a non-equilibrium geometry.

- energy above the lowest of the compared OMol25 structures with the same formula, charge and spin (kJ/mol) = 150.5
- molecular weight (g/mol) = 1525.81
- total charge = 0

Atoms and positions in Å:
C (-7.892, -11.520, 27.075)
C (-9.194, -12.334, 27.109)
N (-10.305, -11.538, 26.593)
C (-10.069, -11.292, 25.161)
C (-11.115, -10.349, 24.601)
C (-11.595, -12.124, 26.877)
C (-11.961, -13.393, 26.082)
H (-7.028, -11.920, 27.543)
H (-7.968, -10.508, 27.610)
H (-7.647, -11.111, 26.056)
H (-9.017, -13.315, 26.613)
H (-9.374, -12.533, 28.156)
H (-9.098, -10.871, 25.022)
H (-10.125, -12.219, 24.608)
H (-10.757, -9.831, 23.678)
H (-12.146, -10.861, 24.325)
H (-11.239, -9.593, 25.288)
H (-12.414, -11.373, 26.748)
H (-11.575, -12.397, 27.974)
H (-11.181, -14.254, 26.127)
H (-12.006, -13.237, 24.979)
H (-12.898, -13.807, 26.409)
C (-13.593, -7.158, 19.349)
C (-14.593, -7.637, 18.248)
N (-15.542, -6.591, 17.831)
C (-15.028, -5.620, 16.917)
C (-15.176, -5.937, 15.422)
C (-16.595, -6.333, 18.803)
C (-17.467, -5.082, 18.531)
H (-14.069, -6.658, 20.185)
H (-12.963, -6.356, 18.970)
H (-12.882, -7.929, 19.752)
H (-14.049, -7.956, 17.324)
H (-15.109, -8.447, 18.778)
H (-15.448, -4.643, 17.119)
H (-13.957, -5.519, 17.037)
H (-16.236, -5.960, 15.155)
H (-14.688, -5.249, 14.737)
H (-14.642, -6.943, 15.314)
H (-16.181, -6.256, 19.864)
H (-17.302, -7.197, 18.722)
H (-17.884, -5.137, 17.540)
H (-16.839, -4.176, 18.640)
H (-18.329, -5.114, 19.224)
C (-18.424, -3.183, 22.326)
C (-18.099, -2.139, 23.318)
N (-19.298, -1.901, 24.209)
C (-19.654, -2.985, 25.111)
C (-19.981, -2.445, 26.566)
C (-20.456, -1.426, 23.565)
C (-20.198, -0.153, 22.816)
H (-17.641, -3.583, 21.676)
H (-19.209, -2.791, 21.648)
H (-18.726, -4.079, 22.846)
H (-17.234, -2.376, 23.904)
H (-17.844, -1.108, 22.893)
H (-20.450, -3.589, 24.665)
H (-18.681, -3.472, 25.247)
H (-21.010, -2.037, 26.708)
H (-19.712, -3.177, 27.381)
H (-19.329, -1.579, 26.626)
H (-21.226, -1.191, 24.329)
H (-20.971, -2.186, 22.924)
H (-19.748, -0.293, 21.843)
H (-19.560, 0.530, 23.355)
H (-21.151, 0.293, 22.661)
C (-18.094, -6.633, 24.031)
C (-17.824, -7.861, 24.951)
N (-16.521, -7.882, 25.689)
C (-16.340, -6.685, 26.538)
C (-17.275, -6.595, 27.753)
C (-16.269, -9.180, 26.260)
C (-14.842, -9.230, 26.715)
H (-18.560, -5.711, 24.464)
H (-18.820, -6.982, 23.314)
H (-17.266, -6.337, 23.444)
H (-18.624, -8.071, 25.695)
H (-17.786, -8.721, 24.309)
H (-16.562, -5.752, 26.010)
H (-15.286, -6.707, 26.874)
H (-17.141, -7.355, 28.503)
H (-18.337, -6.822, 27.501)
H (-17.444, -5.641, 28.176)
H (-16.936, -9.304, 27.157)
H (-16.449, -10.022, 25.618)
H (-14.594, -8.873, 27.707)
H (-14.405, -10.229, 26.655)
H (-14.190, -8.735, 25.979)
C (-6.515, -5.836, 22.138)
C (-7.701, -6.217, 21.247)
N (-8.769, -6.868, 22.036)
C (-9.278, -8.124, 21.579)
C (-8.328, -9.237, 22.013)
C (-9.794, -5.901, 22.276)
C (-10.785, -5.529, 21.209)
H (-5.701, -5.380, 21.539)
H (-6.035, -6.704, 22.586)
H (-6.845, -5.215, 22.970)
H (-8.050, -5.357, 20.631)
H (-7.299, -6.904, 20.470)
H (-10.254, -8.243, 22.058)
H (-9.288, -8.136, 20.448)
H (-8.471, -9.405, 23.128)
H (-8.607, -10.165, 21.450)
H (-7.318, -9.080, 21.745)
H (-9.368, -5.037, 22.747)
H (-10.427, -6.366, 22.981)
H (-10.353, -4.868, 20.430)
H (-11.588, -5.020, 21.778)
H (-11.228, -6.380, 20.707)
C (-13.751, -5.600, 30.127)
C (-13.219, -4.840, 31.293)
N (-13.914, -3.632, 31.621)
C (-13.125, -2.786, 32.491)
C (-11.994, -1.968, 31.821)
C (-15.214, -3.878, 32.090)
C (-16.205, -2.723, 32.290)
H (-14.729, -6.073, 30.249)
H (-13.027, -6.402, 29.984)
H (-13.730, -4.934, 29.277)
H (-13.123, -5.544, 32.117)
H (-12.211, -4.473, 31.137)
H (-13.814, -2.060, 32.946)
H (-12.713, -3.369, 33.340)
H (-11.633, -1.099, 32.459)
H (-11.222, -2.665, 31.605)
H (-12.300, -1.453, 30.905)
H (-15.231, -4.554, 32.981)
H (-15.606, -4.565, 31.330)
H (-15.804, -2.018, 33.050)
H (-17.227, -3.047, 32.603)
H (-16.396, -2.215, 31.306)
C (-15.322, 0.088, 24.560)
C (-14.144, 0.818, 23.985)
N (-13.229, 0.000, 23.176)
C (-12.135, 0.851, 22.619)
C (-12.715, 2.129, 21.999)
C (-12.724, -1.172, 23.810)
C (-11.977, -2.167, 22.933)
H (-16.018, 0.843, 24.912)
H (-15.024, -0.485, 25.469)
H (-15.834, -0.558, 23.801)
H (-14.536, 1.605, 23.343)
H (-13.505, 1.310, 24.719)
H (-11.477, 1.193, 23.411)
H (-11.486, 0.326, 21.906)
H (-13.527, 1.945, 21.285)
H (-12.917, 2.803, 22.804)
H (-11.865, 2.531, 21.483)
H (-13.617, -1.679, 24.270)
H (-12.036, -0.947, 24.722)
H (-11.608, -2.930, 23.575)
H (-11.248, -1.664, 22.384)
H (-12.671, -2.560, 22.204)
C (-20.211, -7.995, 19.419)
C (-19.613, -7.800, 20.811)
N (-19.171, -9.013, 21.474)
C (-18.081, -9.748, 20.800)
C (-16.684, -9.220, 21.138)
C (-20.320, -9.845, 21.842)
C (-20.004, -10.776, 23.047)
H (-20.897, -8.824, 19.568)
H (-19.550, -8.144, 18.632)
H (-20.723, -7.074, 19.043)
H (-18.758, -7.123, 20.735)
H (-20.342, -7.273, 21.427)
H (-18.215, -9.676, 19.713)
H (-18.180, -10.799, 21.082)
H (-15.936, -9.927, 20.791)
H (-16.514, -9.133, 22.200)
H (-16.449, -8.276, 20.620)
H (-21.192, -9.217, 22.100)
H (-20.690, -10.544, 21.027)
H (-19.757, -10.202, 23.961)
H (-20.806, -11.442, 23.190)
H (-19.160, -11.482, 22.920)
C (-8.983, -4.646, 29.381)
Cl (-7.857, -3.286, 29.046)
Cl (-10.524, -4.357, 28.742)
Cl (-8.991, -5.062, 31.078)
H (-8.483, -5.482, 28.874)
C (-14.710, -1.771, 28.549)
Cl (-16.150, -2.766, 28.367)
Cl (-15.176, -0.118, 28.419)
Cl (-13.450, -2.192, 27.383)
H (-14.310, -2.005, 29.528)
C (-14.297, -1.010, 20.405)
Cl (-15.798, -0.014, 20.440)
Cl (-13.406, -0.650, 18.921)
Cl (-14.823, -2.701, 20.595)
H (-13.711, -0.734, 21.314)
C (-10.586, -9.104, 28.574)
Cl (-11.400, -7.791, 27.708)
Cl (-11.712, -10.035, 29.602)
Cl (-9.259, -8.544, 29.525)
H (-10.274, -9.757, 27.803)
C (-7.803, -6.729, 25.168)
Cl (-6.286, -6.068, 25.672)
Cl (-9.102, -5.696, 25.884)
Cl (-7.960, -8.351, 25.858)
H (-7.898, -6.774, 24.091)
C (-13.942, -6.357, 24.026)
Cl (-12.429, -6.146, 24.904)
Cl (-13.804, -7.740, 22.948)
Cl (-14.437, -4.909, 23.118)
H (-14.830, -6.691, 24.575)

Atom charges from the Löwdin analysis, given in e for atoms 1 to 5:
1 C -0.104
2 C -0.242
3 N -0.208
4 C -0.260
5 C -0.075